# 1
9 unconnected molecules or ions with the total composition C48H108O24S3, computed with ωB97M-V with the def2-TZVPD basis set.

Properties
E_tot = -133157.72310 eV
Kohn-Sham gap = 9.60 eV
SMILES string = O=S1(=O)CCCC1.O=S1(=O)CCCC1.O=S1(=O)CCCC1.COCCOCCOC.COCCOCCOC.COCCOCCOC.COCCOCCOC.COCCOCCOC.COCCOCCOC
Strongest force on any atom = 2.87 eV Å⁻¹

Atoms and positions in Å:
C: -1.467 -3.990 3.630
H: 1.129 10.084 1.358
C: 4.209 -0.508 3.348
H: -5.099 0.390 2.556
H: -0.500 -5.203 -8.473
H: -3.987 -6.747 -0.782
C: -0.794 -1.480 0.723
O: -3.589 2.342 -3.091
O: -3.140 0.906 2.202
C: 0.872 5.159 -0.145
C: -0.014 -5.060 -7.508
H: -1.921 3.883 -1.463
H: -0.578 -6.253 -1.938
C: 4.086 -2.660 -2.860
H: 1.024 5.673 0.804
C: 4.979 0.467 5.448
C: -2.665 -4.689 -6.213
H: 3.406 1.914 -1.041
C: 1.823 -1.069 0.317
H: -2.931 -2.416 3.123
H: 3.274 -1.041 3.521
O: 5.901 2.549 4.147
H: -2.453 -6.455 1.245
O: 0.852 -0.904 2.747
O: 1.072 -3.199 1.713
H: -3.099 7.917 2.289
H: 0.121 -3.026 -4.965
H: 8.068 -1.305 -4.264
C: -3.135 2.313 1.888
C: -4.225 -2.274 -0.146
H: 0.077 7.762 0.634
C: 4.318 -1.175 -2.839
H: -2.092 -5.932 4.334
C: -2.191 -1.898 -3.826
O: -2.158 -2.048 6.576
S: 4.602 1.983 4.445
H: 4.083 3.340 -1.776
H: 3.007 1.099 2.860
H: -2.787 -1.032 -3.537
O: -2.358 2.056 -0.468
C: 0.130 -2.209 -4.244
H: -2.060 3.652 0.799
C: 0.837 -0.452 -0.638
O: -4.370 -2.256 5.372
C: 1.465 10.166 0.324
H: 8.672 -2.987 -3.931
H: -1.112 2.208 1.136
O: -0.995 -1.342 -4.350
H: -2.616 -4.113 -7.137
C: -4.158 0.501 3.095
H: -3.407 -5.078 3.702
H: 0.286 -2.539 -3.217
H: -1.561 1.169 4.218
H: 3.373 -0.820 -3.250
H: 1.905 3.322 0.507
O: -0.273 3.973 3.018
H: -0.837 0.401 5.632
H: -0.659 2.652 -1.390
C: -2.213 2.249 -2.839
C: 7.191 -0.955 -1.798
H: -1.981 -4.449 6.280
H: 0.050 7.475 -2.365
H: -4.179 2.461 1.611
O: -0.774 2.569 5.569
O: -4.355 -1.569 -1.339
H: -1.856 1.220 -2.881
H: 1.641 3.097 3.227
H: 0.985 10.980 -0.219
H: -3.744 -4.861 6.189
H: -2.888 -2.158 -5.923
H: -1.247 -0.570 1.116
H: 1.170 1.878 5.397
C: -1.332 -5.549 -2.290
C: -3.562 -3.673 -0.435
H: -1.487 4.533 4.567
H: 0.009 5.297 4.669
H: 2.536 10.365 0.295
C: -1.732 2.810 -1.497
C: 5.878 -0.992 -0.934
H: 4.494 -1.157 2.520
H: -5.064 3.517 -3.826
C: 1.934 4.047 -0.306
H: -0.642 6.316 2.390
C: -1.334 6.178 3.220
C: -4.087 3.653 -3.362
H: 4.433 1.336 2.064
H: 4.076 0.349 6.048
H: -5.195 -2.546 0.269
H: 0.615 0.558 -0.294
H: -0.447 -3.989 4.014
O: -2.632 -5.976 -2.109
H: -2.580 -3.422 -0.836
H: -1.463 -1.719 3.904
H: 2.579 -0.328 0.576
H: -0.238 -2.264 -1.119
O: -3.345 -4.494 0.713
C: -2.918 -6.534 -0.801
C: -2.084 2.562 0.792
H: -2.099 -2.527 -2.941
H: 5.611 -2.011 -0.652
H: 0.967 -1.535 -4.427
H: -2.540 -7.555 -0.745
C: -2.511 -4.926 4.304
C: 0.136 8.214 -0.356
H: 3.386 2.183 -2.808
H: 1.020 3.555 5.425
H: -5.040 0.308 -0.443
O: 1.986 3.358 -1.643
H: 7.261 -0.107 -2.480
H: -2.932 6.712 1.038
C: -2.140 -2.572 3.857
O: -0.481 -5.903 -6.543
O: 7.321 -2.098 -2.571
H: 6.192 -0.423 4.035
H: -0.202 -3.991 -7.412
C: 0.539 2.674 5.001
O: -2.207 -3.938 -5.165
C: -2.891 -2.677 -4.965
S: 0.801 -1.754 1.601
H: 5.052 -3.164 -2.830
H: 2.334 -4.807 -1.064
C: -3.279 6.867 2.059
C: 5.222 -0.613 4.494
H: -5.410 -0.059 -2.124
H: -4.331 4.322 -2.536
H: -4.089 -4.190 -1.237
H: -0.936 6.571 -1.211
H: 9.281 -1.610 -3.057
H: -0.070 4.625 -0.022
C: 0.596 2.896 3.459
O: 4.686 -0.536 -1.606
H: 6.080 -0.382 -0.054
H: 1.008 -5.308 -7.794
H: 5.077 -0.815 -3.534
C: -2.877 -4.464 5.661
H: -3.570 -1.707 0.515
H: 8.055 -0.799 -1.152
H: -2.381 1.158 5.702
H: 2.225 -1.931 -0.216
H: -3.868 -0.510 3.382
H: -1.275 -4.264 2.593
C: -0.423 -1.281 -0.685
H: 2.852 -4.963 -2.794
H: -1.680 2.714 -3.668
H: -1.138 -5.348 -3.343
H: -3.733 -4.892 -6.297
C: -2.570 -5.693 0.474
C: -4.665 -0.188 -1.339
H: -3.445 4.182 -4.066
H: -3.929 -2.842 -4.678
C: 8.380 -2.025 -3.508
H: -2.191 -6.550 -7.306
O: 3.433 2.712 4.909
H: -1.397 7.033 3.894
H: -4.324 0.996 4.051
H: -1.107 -4.648 -1.719
C: -1.380 1.281 5.287
H: 3.867 -3.083 -3.840
H: -0.727 8.864 -0.505
O: 3.144 -3.088 -1.965
H: -2.012 -6.717 -5.550
S: -2.992 -2.656 5.522
C: -0.719 4.967 3.927
H: -4.337 6.681 2.244
C: 0.024 7.069 -1.354
H: -2.788 2.867 2.760
C: 4.073 0.926 3.008
H: -1.483 -2.293 0.951
H: 1.223 -0.252 -1.638
O: -2.642 5.885 2.882
O: 1.288 8.955 -0.488
H: 5.839 0.675 6.084
O: 1.062 6.062 -1.266
H: 2.822 4.646 -0.101
C: 3.053 -4.506 -1.825
C: 3.244 2.646 -1.832
H: 4.017 -4.890 -1.492
H: -1.541 -5.344 0.395
C: -1.906 -6.031 -6.390
H: -1.186 -0.848 -1.331
H: -3.762 0.407 -1.473
H: 5.182 -1.581 4.993
H: 0.319 1.920 3.059

# 2
2 unconnected molecules or ions with the total composition C5H11N, computed with ωB97M-V with the def2-TZVPD basis set.

Properties
E_tot = -6851.67898 eV
Energy above the lowest of the compared OMol25 structures with the same formula, charge and spin = 42.7 kcal per mole
Kohn-Sham gap = 10.52 eV
SMILES string = C=CCC.C=N
Strongest force on any atom = 1.77 eV Å⁻¹

Atoms and positions in Å:
H: 2.219 0.140 -1.608
H: 0.813 -0.046 1.531
H: -1.572 -0.548 -0.330
H: -1.451 1.743 0.517
C: -0.668 -2.219 0.713
N: 1.283 0.429 -1.893
H: 0.060 2.024 -1.953
H: 0.126 -0.788 -0.809
H: -0.113 2.201 1.682
C: 0.995 1.624 -1.584
C: -0.545 1.458 1.030
H: -1.307 -2.211 1.596
H: -1.082 -2.941 0.012
C: -0.605 -0.832 0.086
C: -0.110 0.201 1.016
H: 0.322 -2.551 1.023
H: 1.636 2.318 -1.029

# 3
A molecular structure, C8H18BBr3N2Y, computed with ωB97M-V with the def2-TZVPD basis set.

Properties
E_tot = -223401.19020 eV
Kohn-Sham gap = 1.44 eV
Net charge = -1
Strongest force on any atom = 2.05 eV Å⁻¹

Atoms and positions in Å:
H: 0.829 -0.505 -3.091
B: 2.613 -4.609 2.327
H: -0.696 -4.645 -5.817
N: 1.744 -0.034 1.467
C: 1.241 2.432 2.115
N: -0.076 -1.589 -0.326
Y: 1.784 -2.245 1.081
H: -2.016 -0.683 -4.057
H: 1.303 3.069 1.222
H: -0.031 2.014 3.718
H: -2.601 -0.330 -1.797
Br: 2.920 -2.204 -1.413
H: -1.237 0.753 -2.109
H: -0.082 3.637 3.110
H: -1.298 1.087 1.843
C: -0.099 2.598 2.812
H: -3.894 -2.238 3.727
Br: -0.075 -2.129 3.039
H: -1.212 -2.051 -3.220
Br: 4.077 -2.267 2.731
C: -1.505 -0.288 -2.085
H: 2.103 2.734 2.735
C: 1.497 1.051 1.732
H: 3.003 4.677 1.084
C: -1.198 -0.973 -3.428
H: -1.881 -2.675 0.684
H: -2.158 2.352 2.722
H: 0.445 -1.002 -4.739
C: -0.746 -1.010 -1.052
H: -1.518 2.767 1.142
C: -1.320 2.161 2.029
H: -0.032 0.586 -4.284
C: 0.115 -0.439 -3.901

- Which of these has the highest Kohn-Sham gap?
  C5H11N

- The lowest strongest force on any atom belongs to which entry?
  C5H11N